(1)
Below is C47H44Cl2GeIrN7O5S as an isolated structure, with properties calculated with ωB97M-V/def2-TZVPD.

```
108
Properties=species:S:1:pos:R:3
Ir 0.12469 0.40088 -0.88443
Cl 3.49823 2.67860 -3.98021
C 3.94087 1.32227 -2.98437
C 5.23412 0.81777 -3.16085
C 5.69088 -0.23933 -2.43147
Cl 7.31725 -0.83223 -2.67547
C 4.84664 -0.85176 -1.47893
C 5.22158 -1.92636 -0.63756
C 4.32335 -2.43504 0.26307
C 3.02598 -1.88692 0.30120
N 2.66216 -0.89782 -0.47264
C 3.53454 -0.35073 -1.32933
C 3.01509 0.80207 -2.07358
O 1.83275 1.28977 -1.90653
H 5.87689 1.28793 -3.89248
H 6.22450 -2.32480 -0.71588
H 4.58973 -3.23929 0.93617
H 2.26739 -2.28104 0.97225
C 1.07713 5.55556 -0.69433
N 0.66187 4.86215 -1.88455
C 1.15067 5.06086 -3.15398
C 0.57864 4.14734 -3.95753
N -0.25447 3.36604 -3.16892
C -0.24291 3.83080 -1.86526
S -1.15011 3.31772 -0.59786
C -0.96567 2.26586 -3.69189
C -1.69551 2.50520 -4.85768
C -2.37482 1.45896 -5.44393
C -2.31332 0.20917 -4.84418
C -1.57248 0.07201 -3.68819
N -0.89809 1.06578 -3.11004
H 1.50869 6.51399 -0.97788
H 1.80900 4.96376 -0.14098
H 0.20551 5.70828 -0.05774
H 1.89460 5.80629 -3.36662
H 0.73683 3.92827 -4.99625
H -1.73349 3.50614 -5.26201
H -2.95457 1.62265 -6.34301
H -2.82621 -0.65092 -5.25258
H -1.47252 -0.88384 -3.20176
C 0.39438 0.72087 0.74650
Ge 0.12621 0.28065 2.62926
C -0.92789 -1.20679 3.38221
C -2.28287 -1.03341 3.66116
C -3.05670 -2.07152 4.15794
C -2.48677 -3.31622 4.37884
C -1.14230 -3.51222 4.09502
C -0.37767 -2.46804 3.59712
C -0.51305 1.88668 3.56511
C -0.41260 3.13501 2.95705
C -0.79069 4.28799 3.62882
C -1.26662 4.21415 4.92917
C -1.36312 2.97857 5.55249
C -0.99018 1.82872 4.87281
C 1.97386 0.01823 3.25844
C 3.04654 0.47417 2.49523
C 4.35186 0.34641 2.94396
C 4.61044 -0.23345 4.17628
C 3.55427 -0.67731 4.95867
C 2.25071 -0.55026 4.50070
H -2.74652 -0.06768 3.49101
H -4.10758 -1.91210 4.36348
H -3.08944 -4.13189 4.75835
H -0.68927 -4.48327 4.25564
H 0.66576 -2.64625 3.36429
H -0.05448 3.20599 1.93650
H -0.71852 5.24608 3.12849
H -1.56353 5.11417 5.45407
H -1.73206 2.90775 6.56903
H -1.07519 0.87214 5.37740
H 2.85354 0.92710 1.52929
H 5.16892 0.69663 2.32501
H 5.62981 -0.33683 4.52775
H 3.74375 -1.12275 5.92812
H 1.43895 -0.90100 5.12875
C 2.41692 -2.91503 -3.89686
C 1.37528 -2.64053 -2.83738
N 1.34592 -3.47767 -1.78115
O 0.59224 -1.70638 -2.93759
H 3.32921 -3.34491 -3.48502
H 2.64748 -1.97788 -4.39689
H 2.00737 -3.61253 -4.63009
H 2.11164 -4.10896 -1.63128
H 0.78094 -3.18477 -0.98435
C -5.13738 -0.25375 1.23443
C -5.22841 -0.82602 -0.17203
C -3.93923 -1.50588 -0.64141
C -4.15349 -2.04487 -2.08459
C -3.09634 -3.00564 -2.61438
C -3.63143 -2.69937 0.22344
O -4.47132 -3.48591 0.61948
N -2.30703 -2.88003 0.45940
C -1.23463 -2.06586 0.05644
O -0.11832 -2.54746 0.21518
N -1.48581 -0.83265 -0.46234
C -2.80263 -0.46529 -0.69318
O -3.10091 0.65599 -1.04542
H -6.04992 0.28485 1.49371
H -4.30902 0.45160 1.31760
H -4.99786 -1.04590 1.97276
H -5.45249 -0.02980 -0.88276
H -6.02512 -1.57131 -0.22544
H -4.24147 -1.16608 -2.72744
H -5.12366 -2.54809 -2.08802
H -2.08312 -2.60403 -2.56164
H -3.30237 -3.24440 -3.65920
H -3.10516 -3.94433 -2.05909
H -2.02726 -3.69344 0.98939
```

LUMO level (spin up / spin down)	2.4 / 2.4	eV
gap between HOMO and LUMO (spin up / spin down)	5.4 / 5.9	eV
multiplicity	2
energy above the lowest of the compared OMol25 structures with the same formula, charge and spin	1.369	eV
charge	-1

=====

(2)
Below is a 4-piece molecular cluster, C21H28BrF5O9S3 overall, with properties calculated with ωB97M-V/def2-TZVPD.

```
67
Properties=species:S:1:pos:R:3
O 1.24008 -6.99757 -0.06661
C 0.69176 -6.58878 -1.03815
O 0.41075 -7.50175 -2.06385
Br 0.10816 -9.18214 -1.41710
O 0.38162 -5.23579 -1.20514
C -0.90802 -4.93513 -0.73333
F -1.08734 -3.58111 -0.55412
F -1.06426 -5.49493 0.54505
C -2.06728 -5.55734 -1.59454
C -1.93176 -5.90028 -2.99613
C -3.05110 -6.51192 -3.72606
C -4.28126 -6.75412 -2.99059
C -4.42582 -6.41415 -1.58431
C -5.72244 -6.70054 -0.75509
F -5.79837 -8.07360 -0.60175
F -5.66414 -6.17926 0.51232
F -6.85042 -6.22418 -1.36076
C -3.32290 -5.80713 -0.86485
H -0.94923 -5.71864 -3.50107
H -2.93915 -6.80261 -4.79827
H -5.11812 -7.23712 -3.55320
H -3.40765 -5.52897 0.21062
O 3.13065 -0.26060 -2.15159
S 1.69176 -0.12246 -2.13411
O 0.88733 -0.33070 -3.31578
C 1.04180 -1.12539 -0.80587
C 1.05911 -0.20092 0.40606
C 0.54965 1.15249 -0.09659
C 1.27698 1.45956 -1.40450
H 1.65650 -2.01531 -0.67722
H 0.02266 -1.40790 -1.07056
H 0.44145 -0.59059 1.21644
H 2.08202 -0.09488 0.78097
H -0.52259 1.09115 -0.28004
H 0.71148 1.94009 0.63349
H 0.64642 2.01969 -2.09352
H 2.20506 2.00176 -1.22604
O 3.15064 6.28383 0.98858
S 3.38996 4.86698 0.85970
O 2.38086 3.96194 0.36312
C 4.89374 4.62698 -0.07321
C 5.99527 4.62862 0.98020
C 5.45912 3.78983 2.14432
C 4.02390 4.24927 2.41833
H 5.00225 5.42024 -0.81088
H 4.82604 3.65772 -0.57036
H 6.92734 4.22361 0.58488
H 6.18735 5.65063 1.31922
H 5.45994 2.73341 1.86204
H 6.08092 3.89072 3.03482
H 3.39606 3.42824 2.76217
H 3.99568 5.06569 3.14013
O -1.09414 2.40122 2.15249
S -1.56168 3.38734 1.20703
O -1.46485 3.19441 -0.21881
C -3.24766 3.81034 1.61749
C -3.11585 4.95427 2.61648
C -2.01763 5.86703 2.06129
C -0.84787 4.97344 1.63719
H -3.75962 2.94001 2.02483
H -3.73985 4.14193 0.70190
H -4.05965 5.48621 2.74247
H -2.81382 4.56533 3.59314
H -2.40051 6.40926 1.19225
H -1.69950 6.60864 2.79522
H -0.32314 5.37820 0.77319
H -0.14670 4.81575 2.45657
```

LUMO level	-1.2	eV
gap between HOMO and LUMO	8.5	eV
multiplicity	1
charge	0

=====

(3)
Below is C27H32BrIN8O3PPdTe as an isolated structure, with properties calculated with ωB97M-V/def2-TZVPD.

```
75
Properties=species:S:1:pos:R:3
Pd -0.65804 -0.99593 0.95888
C 1.96731 -0.52754 -2.19580
C 2.58091 -0.85450 -0.87782
N 1.92649 -1.23878 0.19046
C 2.87556 -1.43544 1.17333
C 4.11425 -1.16576 0.69104
N 3.92098 -0.79015 -0.62122
C 4.92411 -0.18378 -1.47301
N 5.62300 0.84990 -0.75512
N 6.97969 0.89264 -0.78015
N 7.38456 1.87643 -0.07700
C 6.28162 2.50873 0.46632
C 6.20003 3.60122 1.33279
C 4.94648 3.96882 1.76289
C 3.79505 3.26508 1.35446
C 3.85631 2.19542 0.48775
C 5.13413 1.84369 0.04022
H 0.90091 -0.72946 -2.13536
H 2.39843 -1.12908 -2.99751
H 2.08831 0.52790 -2.45183
H 2.60657 -1.74344 2.17057
H 5.09032 -1.17633 1.14606
H 4.41066 0.22515 -2.34150
H 5.67756 -0.89477 -1.80481
H 7.09392 4.11791 1.65594
H 4.83478 4.80249 2.44347
H 2.83519 3.56551 1.75739
H 2.96764 1.63947 0.21100
Br -6.56496 0.79118 -0.27619
C -6.39917 -1.04099 0.15374
C -7.34141 -1.91503 -0.37496
C -7.25694 -3.27209 -0.10675
C -6.23121 -3.75886 0.69001
C -5.29283 -2.88766 1.21860
C -5.37318 -1.52512 0.95840
I -3.87519 -0.29690 1.74035
H -8.13737 -1.52297 -0.99342
H -7.99723 -3.94552 -0.51834
H -6.16137 -4.81722 0.90671
H -4.49137 -3.26409 1.84056
N -0.44930 -2.31677 3.74577
C -0.56936 -1.79650 2.72575
H -0.33013 -2.78002 4.62424
C 1.89283 3.87529 -2.09389
C 0.81699 3.61997 -1.07102
O 0.39407 2.23756 -1.19680
P -0.74876 1.62223 -0.30125
O -1.00419 0.22142 -0.79184
Te -0.14997 1.31970 2.01324
O -2.02068 2.51931 -0.49631
C -2.30048 3.73720 0.25272
C -3.59594 3.59706 1.00613
H 2.22060 4.91291 -2.02114
H 1.51149 3.69767 -3.09912
H 2.75605 3.23442 -1.91688
H -0.04416 4.26599 -1.24269
H 1.18712 3.77688 -0.05495
H -2.34732 4.53359 -0.48732
H -1.47214 3.94146 0.93604
H -4.40607 3.34085 0.32421
H -3.83313 4.54271 1.49597
H -3.52065 2.82290 1.76793
N -2.93510 -2.02266 -1.14022
C -2.13863 -3.06057 -0.79960
C -2.45892 -4.36979 -1.21277
C -1.63622 -5.40624 -0.86798
C -0.48441 -5.15818 -0.11197
C -0.24659 -3.87096 0.28290
N -1.05780 -2.83848 -0.02563
H -3.68549 -2.18277 -1.78752
H -2.59012 -1.07855 -1.04369
H -3.35127 -4.52658 -1.80415
H -1.87407 -6.41317 -1.18617
H 0.20198 -5.94726 0.15574
H 0.63529 -3.61073 0.85214
```

LUMO level	-3.4	eV
gap between HOMO and LUMO	7.5	eV
multiplicity	1
energy above the lowest of the compared OMol25 structures with the same formula, charge and spin	0.574	eV
charge	+1

=====

(4)
Below is C37H43BN8SSbY as an isolated structure, with properties calculated with ωB97M-V/def2-TZVPD.

```
92
Properties=species:S:1:pos:R:3
Y -1.38180 0.92763 1.02355
C 0.77792 -1.03674 4.97841
C -0.42941 -0.31753 4.45104
C -1.39442 -1.00492 3.71260
C -2.53296 -0.35660 3.24407
C -2.72800 1.00168 3.50862
C -1.76772 1.70087 4.23305
C -0.63408 1.04180 4.69688
H 0.49701 -1.68330 5.81164
H 1.53436 -0.34170 5.34033
H 1.22097 -1.67285 4.21047
H -1.25698 -2.05844 3.50519
H -3.27790 -0.90757 2.67972
H -3.62111 1.50127 3.15404
H -1.91520 2.75091 4.45309
H 0.09520 1.58588 5.28679
B -3.99507 1.46897 -0.13368
N -3.14226 1.25396 -1.40451
C -3.44986 1.30785 -2.70186
C -2.27719 1.25559 -3.43961
C -1.27248 1.17040 -2.48764
N -1.79464 1.16289 -1.25486
N -3.65918 2.85901 0.45526
C -4.31237 4.01959 0.34960
C -3.53592 5.01796 0.91201
C -2.38846 4.36496 1.33968
N -2.45284 3.05628 1.05829
H -5.15926 1.33275 -0.33853
H -3.62837 0.62955 0.71291
H -4.47801 1.38760 -3.01723
H -2.17381 1.28058 -4.51039
H -0.20379 1.13101 -2.62534
H -5.28841 4.05835 -0.10689
H -3.77316 6.06293 1.00573
H -1.54008 4.78627 1.85354
S -0.55041 -1.62831 0.70559
Sb 0.27531 -2.41772 -1.30994
C -1.21089 -2.29213 -2.77265
C -2.53736 -2.20007 -2.36537
C -3.54111 -2.20955 -3.32229
C -3.21729 -2.30163 -4.66961
C -1.89092 -2.39351 -5.06985
C -0.87868 -2.39763 -4.12054
C 2.02764 -1.44166 -1.92425
C 2.04965 -0.51246 -2.96085
C 3.25223 0.07521 -3.33133
C 4.42592 -0.27360 -2.67609
C 4.40501 -1.20746 -1.64738
C 3.20650 -1.79324 -1.26645
C 0.88394 -4.37983 -0.94754
C 0.37622 -5.08989 0.13372
C 0.77870 -6.40361 0.32732
C 1.67463 -6.99326 -0.55381
C 2.17722 -6.27791 -1.63303
C 1.78409 -4.96374 -1.83565
H -2.78885 -2.12969 -1.31309
H -4.57769 -2.15330 -3.01534
H -4.00391 -2.31365 -5.41280
H -1.64393 -2.47734 -6.11992
H 0.15305 -2.49436 -4.43940
H 1.14376 -0.25976 -3.49844
H 3.27403 0.79400 -4.13967
H 5.36348 0.17544 -2.97686
H 5.32250 -1.48405 -1.14447
H 3.19998 -2.53104 -0.47116
H -0.32165 -4.62732 0.82094
H 0.39117 -6.96741 1.16548
H 1.98470 -8.01818 -0.39873
H 2.87581 -6.74248 -2.31596
H 2.18854 -4.40703 -2.67412
C 1.15383 2.28974 -0.04322
N 2.46715 2.86776 -0.16842
C 3.45983 1.86808 0.24544
N 3.24739 1.45066 1.63460
C 1.93450 0.86772 1.75408
N 0.84765 1.84485 1.36621
C 1.02048 3.05709 2.24276
N 2.33464 3.63531 2.12125
C 2.56189 4.02657 0.72817
C 3.33439 2.63150 2.49937
H 1.09044 1.40674 -0.69157
H 0.39673 3.02029 -0.34662
H 4.45632 2.29771 0.14811
H 3.38468 0.99663 -0.40914
H 1.75077 0.56076 2.78492
H 1.85286 -0.00450 1.10463
H 0.84533 2.75215 3.27329
H 0.27124 3.79281 1.95297
H 3.55409 4.46620 0.63649
H 1.82142 4.77259 0.43434
H 3.17333 2.33354 3.53674
H 4.32893 3.06706 2.41316
```

LUMO level	-5.3	eV
gap between HOMO and LUMO	8.7	eV
multiplicity	1
energy above the lowest of the compared OMol25 structures with the same formula, charge and spin	0.231	eV
charge	+2

=====

Listing DFT total energy for the structures above in their given order: -6076.852005 -5761.972535 -5320.718701 -2575.057044 hartree.
Listing largest force on an atom for the structures above in their given order: 2.3 2.8 0.8 0.6 eV/Å.